1.
A cluster of 10 separate species, C34H59N4O29P2 in total at a distorted geometry, computed with ωB97M-V/def2-TZVPD.

Each atom is followed by the atoms it is bonded to, with distances in Å.
Geometry (Å):
1 C -4.8371 0.6291 0.5394  C2 1.526, H16 1.090, H17 1.087, H18 1.084
2 C -4.0040 -0.6492 0.5610  C1 1.526, O3 1.421, H19 1.093, H20 1.092
3 O -2.6664 -0.3499 0.1852  C2 1.421, C4 1.421
4 C -1.8297 -1.4975 0.1487  O3 1.421, C5 1.513, H21 1.096, H22 1.094
5 C -0.6319 -1.1773 -0.7192  C4 1.513, C6 1.536, H23 1.088, H24 1.090
6 C -1.0762 -0.7672 -2.1312  C5 1.536, C7 1.536, H25 1.091, H26 1.088
7 C -0.4324 0.5440 -2.6052  C6 1.536, C8 1.523, H27 1.085, H28 1.085
8 C -1.2780 1.6712 -2.0280  C7 1.523, N9 1.527, H29 1.092, H30 1.088
9 N -1.0850 3.0602 -2.6327  C8 1.527, N10 1.434, P11 1.873, P13 1.888
10 N -0.3563 3.0245 -3.8677  N9 1.434, H31 1.016, H32 1.015
11 P -2.7677 3.8172 -2.9536  N9 1.873, N12 1.533, H33 1.402, H34 1.397
12 N -3.0482 3.8509 -4.4605  P11 1.533, H35 1.012
13 P 0.0182 4.0483 -1.4621  N9 1.888, N14 1.679, O15 1.621
14 N 0.0874 5.5532 -2.2030  P13 1.679, H36 1.015, H37 1.017
15 O -1.0594 4.3119 -0.2804  P13 1.621, H38 0.962
16 H -4.1660 1.4863 0.4770  C1 1.090
17 H -5.5327 0.6242 -0.2962  C1 1.087
18 H -5.3936 0.7025 1.4670  C1 1.084
19 H -4.4138 -1.3875 -0.1328  C2 1.093
20 H -4.0064 -1.0736 1.5671  C2 1.092
21 H -2.3747 -2.3564 -0.2581  C4 1.096
22 H -1.5249 -1.7529 1.1676  C4 1.094
23 H -0.0180 -2.0726 -0.7939  C5 1.088
24 H -0.0453 -0.3941 -0.2381  C5 1.090
25 H -2.1623 -0.6722 -2.1627  C6 1.091
26 H -0.8218 -1.5482 -2.8449  C6 1.088
27 H -0.3730 0.5460 -3.6883  C7 1.085
28 H 0.5631 0.5890 -2.1767  C7 1.085
29 H -1.0060 1.7695 -0.9747  C8 1.092
30 H -2.3356 1.4160 -2.0422  C8 1.088
31 H -0.8754 2.4389 -4.5155  N10 1.016
32 H -0.3739 3.9540 -4.2747  N10 1.015
33 H -3.6413 3.1208 -2.1061  P11 1.402
34 H -2.5746 5.0693 -2.3655  P11 1.397
35 H -3.8497 3.3243 -4.7826  N12 1.012
36 H -0.6458 5.8605 -2.8334  N14 1.015
37 H 0.9594 5.6004 -2.7241  N14 1.017
38 H -1.8862 3.8198 -0.2634  O15 0.962
39 C 3.0972 5.0283 0.8510  C40 1.521, O44 1.432, H45 1.088, H46 1.091
40 C 1.9054 5.9636 0.9867  C39 1.521, O41 1.426, H47 1.092, H48 1.087
41 O 2.2951 6.7924 2.0800  C40 1.426, C42 1.355
42 C 3.6462 6.7867 2.1764  O41 1.355, O43 1.180, O44 1.365
43 O 4.2860 7.4942 2.8710  C42 1.180
44 O 4.1696 5.8380 1.3461  C39 1.432, C42 1.365
45 H 3.3037 4.7217 -0.1724  C39 1.088
46 H 3.0084 4.1401 1.4780  C39 1.091
47 H 1.7617 6.5914 0.1045  C40 1.092
48 H 0.9756 5.4529 1.2246  C40 1.087
49 C 4.5577 -0.4896 0.5452  C50 1.521, O54 1.440, H55 1.086, H56 1.091
50 C 4.0893 -1.9366 0.5671  C49 1.521, O51 1.444, H57 1.088, H58 1.085
51 O 2.9307 -1.8795 -0.2932  C50 1.444, C52 1.334
52 C 3.0610 -0.8333 -1.1112  O51 1.334, O53 1.198, O54 1.344
53 O 2.3513 -0.6147 -2.0511  C52 1.198
54 O 4.0772 -0.0375 -0.7352  C49 1.440, C52 1.344
55 H 5.6350 -0.3641 0.5981  C49 1.086
56 H 4.0834 0.1178 1.3177  C49 1.091
57 H 4.8055 -2.6331 0.1353  C50 1.088
58 H 3.7987 -2.2883 1.5519  C50 1.085
59 C 7.3911 4.5258 -1.3378  C60 1.518, O64 1.434, H65 1.085, H66 1.092
60 C 6.6739 4.5543 0.0000  C59 1.518, O61 1.437, H67 1.090, H68 1.083
61 O 6.2808 3.1807 0.1567  C60 1.437, C62 1.350
62 C 7.1020 2.4140 -0.5913  O61 1.350, O63 1.190, O64 1.347
63 O 7.1431 1.2258 -0.5508  C62 1.190
64 O 7.8702 3.1753 -1.3942  C59 1.434, C62 1.347
65 H 8.2222 5.2204 -1.4085  C59 1.085
66 H 6.7142 4.6841 -2.1794  C59 1.092
67 H 7.3390 4.8255 0.8199  C60 1.090
68 H 5.8048 5.2002 0.0200  C60 1.083
69 C -8.7167 2.0578 3.0436  C70 1.515, O74 1.438, H75 1.084, H76 1.091
70 C -9.5804 0.9659 2.4457  C69 1.515, O71 1.438, H77 1.090, H78 1.084
71 O -8.6144 -0.0635 2.1693  C70 1.438, C72 1.347
72 C -7.5545 0.1164 2.9812  O71 1.347, O73 1.191, O74 1.351
73 O -6.6640 -0.6622 3.1162  C72 1.191
74 O -7.6336 1.3057 3.6163  C69 1.438, C72 1.351
75 H -9.2239 2.6327 3.8098  C69 1.084
76 H -8.3158 2.7336 2.2874  C69 1.091
77 H -10.3102 0.5755 3.1546  C70 1.090
78 H -10.0884 1.2652 1.5362  C70 1.084
79 C -11.2224 6.5635 3.9606  C80 1.519, O84 1.434, H85 1.085, H86 1.090
80 C -10.2027 6.7235 2.8464  C79 1.519, O81 1.436, H87 1.090, H88 1.086
81 O -10.0164 5.3667 2.4143  C80 1.436, C82 1.353
82 C -11.1183 4.6571 2.7519  O81 1.353, O83 1.189, O84 1.345
83 O -11.3441 3.5475 2.3880  C82 1.189
84 O -11.9191 5.3771 3.5576  C79 1.434, C82 1.345
85 H -11.9201 7.3910 4.0423  C79 1.085
86 H -10.7573 6.3814 4.9299  C79 1.090
87 H -10.5883 7.3045 2.0081  C80 1.090
88 H -9.2554 7.1405 3.1742  C80 1.086
89 C 3.6043 -4.6846 -2.7620  C90 1.517, O94 1.435, H95 1.087, H96 1.090
90 C 4.5135 -5.8321 -3.1595  C89 1.517, O91 1.437, H97 1.090, H98 1.085
91 O 5.6110 -5.6727 -2.2459  C90 1.437, C92 1.337
92 C 5.1816 -4.9851 -1.1828  O91 1.337, O93 1.196, O94 1.350
93 O 5.8062 -4.8073 -0.1786  C92 1.196
94 O 3.9371 -4.5004 -1.3788  C89 1.435, C92 1.350
95 H 2.5479 -4.9183 -2.8628  C89 1.087
96 H 3.8334 -3.7631 -3.2974  C89 1.090
97 H 4.0434 -6.8001 -2.9844  C90 1.090
98 H 4.8624 -5.7644 -4.1843  C90 1.085
99 C 3.6943 -7.9476 2.6751  C100 1.517, O104 1.435, H105 1.086, H106 1.091
100 C 2.7621 -6.7597 2.5290  C99 1.517, O101 1.436, H107 1.086, H108 1.087
101 O 2.7458 -6.5621 1.1065  C100 1.436, C102 1.349
102 C 3.0781 -7.7269 0.5129  O101 1.349, O103 1.191, O104 1.347
103 O 3.0036 -7.9350 -0.6574  C102 1.191
104 O 3.5095 -8.6225 1.4220  C99 1.435, C102 1.347
105 H 3.4290 -8.6082 3.4950  C99 1.086
106 H 4.7418 -7.6558 2.7610  C99 1.091
107 H 1.7561 -6.9914 2.8645  C100 1.086
108 H 3.1204 -5.8610 3.0237  C100 1.087
109 C 6.6054 -1.1367 -2.2958  C110 1.516, O114 1.436, H115 1.082, H116 1.091
110 C 7.6764 -0.7979 -3.3142  C109 1.516, O111 1.435, H117 1.091, H118 1.085
111 O 7.8470 -2.0455 -4.0018  C110 1.435, C112 1.347
112 C 6.7268 -2.7785 -3.8499  O111 1.347, O113 1.186, O114 1.355
113 O 6.5045 -3.8091 -4.3939  C112 1.186
114 O 5.8938 -2.1969 -2.9537  C109 1.436, C112 1.355
115 H 5.9358 -0.3155 -2.0793  C109 1.082
116 H 7.0222 -1.5208 -1.3637  C109 1.091
117 H 7.3423 -0.0482 -4.0334  C110 1.091
118 H 8.6156 -0.4821 -2.8721  C110 1.085
119 C -1.6990 -7.0945 1.7259  C120 1.520, O124 1.433, H125 1.086, H126 1.090
120 C -2.7321 -6.9180 2.8264  C119 1.520, O121 1.433, H127 1.091, H128 1.086
121 O -2.1108 -7.5828 3.9328  C120 1.433, C122 1.348
122 C -0.7781 -7.6009 3.7320  O121 1.348, O123 1.186, O124 1.357
123 O 0.0349 -7.9243 4.5332  C122 1.186
124 O -0.4810 -7.1869 2.4747  C119 1.433, C122 1.357
125 H -1.6436 -6.2594 1.0338  C119 1.086
126 H -1.8356 -8.0215 1.1683  C119 1.090
127 H -2.8854 -5.8709 3.0917  C120 1.091
128 H -3.6898 -7.3810 2.6089  C120 1.086

Values from the calculation:
Charge   +1

2.
A cluster of 10 separate species, C34H60BCl4O29 in total at a distorted geometry, computed with ωB97M-V/def2-TZVPD.

Each atom is followed by the atoms it is bonded to, with distances in Å.
Geometry (Å):
1 O 2.0728 0.2582 -1.9090  C2 1.193
2 C 1.0957 0.1438 -1.2337  O1 1.193, O3 1.306, C6 1.560
3 O 1.0084 -0.4782 -0.0887  C2 1.306, B4 1.490
4 B -0.3663 -0.3416 0.4699  O3 1.490, O5 1.458, O8 1.461, O12 1.476
5 O -1.0613 0.4913 -0.5047  B4 1.458, C6 1.326
6 C -0.2847 0.8059 -1.5330  C2 1.560, O5 1.326, O7 1.188
7 O -0.6090 1.4328 -2.4884  C6 1.188
8 O -0.3384 0.2564 1.8029  B4 1.461, C9 1.335
9 C -0.7037 -0.6441 2.7177  O8 1.335, O10 1.186, C11 1.563
10 O -0.7380 -0.4826 3.8917  C9 1.186
11 C -1.0354 -1.9432 1.9151  C9 1.563, O12 1.307, O13 1.196
12 O -0.9827 -1.6727 0.6371  B4 1.476, C11 1.307
13 O -1.4071 -2.9777 2.3851  C11 1.196
14 C -4.0832 -3.1251 3.6265  Cl15 1.789, Cl16 1.794, H17 1.085, H18 1.083
15 Cl -4.1803 -1.6286 4.6025  C14 1.789
16 Cl -5.5967 -4.0736 3.7915  C14 1.794
17 H -3.9626 -2.8361 2.5882  C14 1.085
18 H -3.2130 -3.7121 3.8916  C14 1.083
19 C 0.3206 -4.9804 -0.1748  Cl20 1.774, Cl21 1.779, H22 1.083, H23 1.085
20 Cl 1.1794 -3.6435 -0.9643  C19 1.774
21 Cl -0.9082 -5.5651 -1.3202  C19 1.779
22 H 1.0364 -5.7648 0.0362  C19 1.083
23 H -0.1556 -4.6221 0.7322  C19 1.085
24 C 2.2614 -2.7835 4.1579  C25 1.517, H31 1.088, H32 1.091, H33 1.094
25 C 2.6499 -2.6690 2.6961  C24 1.517, O26 1.430, H34 1.090, H35 1.090
26 O 3.8161 -3.4419 2.3999  C25 1.430, C27 1.318
27 C 3.6990 -4.7063 2.0451  O26 1.318, O28 1.212, O29 1.318
28 O 2.6412 -5.2898 1.9488  C27 1.212
29 O 4.8859 -5.1817 1.7243  C27 1.318, C30 1.411
30 C 5.0753 -6.5451 1.4154  O29 1.411, H36 1.089, H37 1.088, H38 1.092
31 H 1.8687 -3.7625 4.4251  C24 1.088
32 H 1.6020 -1.9601 4.4370  C24 1.091
33 H 3.1338 -2.6103 4.7952  C24 1.094
34 H 2.9408 -1.6371 2.5006  C25 1.090
35 H 1.8734 -2.9191 1.9726  C25 1.090
36 H 4.2879 -7.1980 1.7883  C30 1.089
37 H 6.0334 -6.8984 1.7902  C30 1.088
38 H 5.1164 -6.6160 0.3269  C30 1.092
39 C 4.7253 3.9430 -2.9057  C40 1.517, H46 1.091, H47 1.092, H48 1.090
40 C 3.8888 2.6843 -2.7712  C39 1.517, O41 1.413, H49 1.090, H50 1.094
41 O 2.9674 2.4499 -3.8161  C40 1.413, C42 1.332
42 C 3.2102 1.7135 -4.8986  O41 1.332, O43 1.189, O44 1.338
43 O 4.1853 1.0809 -5.1506  C42 1.189
44 O 2.1680 1.8084 -5.7318  C42 1.338, C45 1.416
45 C 1.0241 2.5904 -5.4424  O44 1.416, H51 1.091, H52 1.087, H53 1.093
46 H 5.3289 3.9834 -3.8139  C39 1.091
47 H 5.4696 3.9246 -2.1065  C39 1.092
48 H 4.1168 4.8427 -2.8164  C39 1.090
49 H 3.3210 2.7126 -1.8416  C40 1.090
50 H 4.5413 1.8099 -2.6919  C40 1.094
51 H 0.2778 2.3554 -6.2021  C45 1.091
52 H 1.2797 3.6459 -5.4024  C45 1.087
53 H 0.5058 2.2497 -4.5430  C45 1.093
54 C -2.7573 1.8693 7.3196  C55 1.535, H61 1.093, H62 1.089, H63 1.090
55 C -2.5564 1.3478 5.8896  C54 1.535, O56 1.419, H64 1.087, H65 1.089
56 O -2.2669 2.3140 4.8923  C55 1.419, C57 1.345
57 C -1.0200 2.8025 4.7667  O56 1.345, O58 1.203, O59 1.319
58 O -0.7795 3.5529 3.8583  C57 1.203
59 O -0.1905 2.3354 5.6791  C57 1.319, C60 1.422
60 C 1.1996 2.5902 5.5257  O59 1.422, H66 1.091, H67 1.086, H68 1.086
61 H -3.1245 2.8974 7.3806  C54 1.093
62 H -1.8129 1.8753 7.8629  C54 1.089
63 H -3.5339 1.3015 7.8317  C54 1.090
64 H -3.4651 0.8397 5.5787  C55 1.087
65 H -1.8218 0.5450 5.8545  C55 1.089
66 H 1.5181 3.4018 6.1812  C60 1.091
67 H 1.4654 2.9050 4.5212  C60 1.086
68 H 1.7068 1.6761 5.8206  C60 1.086
69 C -7.3104 0.9692 0.5653  C70 1.514, H76 1.095, H77 1.093, H78 1.086
70 C -6.8473 -0.4593 0.7588  C69 1.514, O71 1.416, H79 1.094, H80 1.091
71 O -5.7751 -0.7021 -0.1334  C70 1.416, C72 1.320
72 C -5.1775 -1.8769 -0.0630  O71 1.320, O73 1.213, O74 1.314
73 O -5.4765 -2.7918 0.6749  C72 1.213
74 O -4.1805 -1.9237 -0.9179  C72 1.314, C75 1.420
75 C -3.5592 -3.1869 -1.1046  O74 1.420, H81 1.090, H82 1.090, H83 1.087
76 H -7.4480 1.1198 -0.5106  C69 1.095
77 H -6.5227 1.6953 0.7842  C69 1.093
78 H -8.2115 1.2819 1.0851  C69 1.086
79 H -7.6865 -1.1180 0.5166  C70 1.094
80 H -6.5815 -0.6878 1.7920  C70 1.091
81 H -2.8629 -3.0942 -1.9374  C75 1.090
82 H -4.2411 -3.9683 -1.4415  C75 1.090
83 H -3.0036 -3.4950 -0.2232  C75 1.087
84 C 3.2941 2.5068 1.8652  C85 1.522, H91 1.087, H92 1.094, H93 1.091
85 C 1.9881 3.2830 1.7745  C84 1.522, O86 1.413, H94 1.096, H95 1.090
86 O 1.9176 3.9269 0.5181  C85 1.413, C87 1.335
87 C 0.7890 4.5898 0.2533  O86 1.335, O88 1.195, O89 1.322
88 O -0.1088 4.7413 1.0277  C87 1.195
89 O 0.7676 5.0510 -0.9856  C87 1.322, C90 1.422
90 C 1.7769 4.7943 -1.9545  O89 1.422, H96 1.084, H97 1.089, H98 1.093
91 H 3.4746 2.0573 2.8385  C84 1.087
92 H 4.1588 3.1355 1.6353  C84 1.094
93 H 3.2760 1.7720 1.0584  C84 1.091
94 H 1.9219 4.0222 2.5814  C85 1.096
95 H 1.1133 2.6762 2.0090  C85 1.090
96 H 1.6922 5.4478 -2.8154  C90 1.084
97 H 1.7132 3.7459 -2.2424  C90 1.089
98 H 2.7463 4.9309 -1.4696  C90 1.093
99 C -2.9607 3.2238 -2.9765  C100 1.517, H106 1.091, H107 1.089, H108 1.088
100 C -3.1532 2.4418 -1.6906  C99 1.517, O101 1.428, H109 1.090, H110 1.095
101 O -2.6213 3.1957 -0.6001  C100 1.428, C102 1.326
102 C -2.8805 2.8473 0.6523  O101 1.326, O103 1.187, O104 1.351
103 O -2.4540 3.4234 1.5981  C102 1.187
104 O -3.5666 1.6845 0.6857  C102 1.351, C105 1.430
105 C -3.7118 1.0653 1.9669  O104 1.430, H111 1.091, H112 1.091, H113 1.085
106 H -1.9027 3.4908 -2.9898  C99 1.091
107 H -3.6046 4.1021 -2.9517  C99 1.089
108 H -3.2319 2.6131 -3.8347  C99 1.088
109 H -2.7910 1.4178 -1.7752  C100 1.090
110 H -4.2244 2.3564 -1.4815  C100 1.095
111 H -2.7240 0.6943 2.2455  C105 1.091
112 H -4.2672 0.1482 1.7655  C105 1.091
113 H -4.1726 1.7289 2.6917  C105 1.085
114 C 0.8738 -1.9993 -4.1934  C115 1.522, H121 1.092, H122 1.089, H123 1.090
115 C 1.8777 -1.4992 -5.2226  C114 1.522, O116 1.421, H124 1.090, H125 1.093
116 O 2.3576 -2.5738 -6.0185  C115 1.421, C117 1.317
117 C 3.6301 -2.5846 -6.3583  O116 1.317, O118 1.200, O119 1.338
118 O 4.4138 -1.6805 -6.2622  C117 1.200
119 O 3.8765 -3.7160 -7.0294  C117 1.338, C120 1.407
120 C 5.0591 -3.8347 -7.7824  O119 1.407, H126 1.094, H127 1.088, H128 1.089
121 H -0.0381 -2.4258 -4.6174  C114 1.092
122 H 0.4279 -1.2142 -3.5838  C114 1.089
123 H 1.4807 -2.6878 -3.6055  C114 1.090
124 H 2.6378 -0.9363 -4.6816  C115 1.090
125 H 1.4377 -0.7838 -5.9216  C115 1.093
126 H 4.9304 -3.2826 -8.7179  C120 1.094
127 H 5.1353 -4.8862 -8.0518  C120 1.088
128 H 5.9860 -3.4981 -7.3217  C120 1.089

Values from the calculation:
Charge   -1

E_HOMO (eV)
-11.9; -7.6